Below is a cluster of 3 separate species, C32H52ClN7O3 in total in a non-equilibrium geometry, with properties calculated with ωB97M-V/def2-TZVPD.

Geometry (Å):
C  -7.228  -5.128  5.312
C  -6.268  -4.464  4.434
C  -5.880  -4.928  3.036
C  -4.451  -5.091  2.739
C  -4.026  -5.502  1.374
C  -2.559  -5.729  0.901
C  -1.481  -4.758  1.537
N  -0.473  -4.510  0.442
N  -1.969  -3.441  1.926
N  -0.760  -5.473  2.625
C  -5.076  -5.752  0.393
C  -6.532  -5.628  0.672
N  -7.418  -5.933  -0.347
C  -8.702  -5.747  0.037
C  -9.106  -5.281  1.385
C  -10.650  -5.079  1.635
C  -11.354  -6.343  2.224
O  -12.027  -6.200  3.201
Cl  -11.262  -7.991  1.507
N  -8.265  -5.017  2.413
C  -6.955  -5.203  2.013
H  -7.007  -6.126  5.755
H  -8.194  -4.643  5.613
H  -5.802  -3.510  4.794
H  -3.686  -4.910  3.532
H  -2.543  -5.593  -0.216
H  -2.316  -6.816  1.084
H  0.309  -3.977  0.837
H  -0.166  -5.436  0.134
H  -2.151  -3.363  2.923
H  -2.747  -3.121  1.355
H  0.111  -4.974  2.850
H  -0.425  -6.336  2.177
H  -4.778  -6.093  -0.632
H  -9.496  -5.945  -0.726
H  -10.866  -4.159  2.237
H  -11.124  -4.895  0.624
C  1.594  0.568  1.921
C  2.784  -0.235  1.343
C  3.865  0.737  0.844
C  3.485  1.445  -0.452
C  3.082  0.440  -1.526
C  2.004  -0.556  -1.063
N  2.306  -1.160  0.272
O  3.241  -2.088  0.092
C  0.628  0.144  -1.017
C  1.831  -1.620  -2.171
C  3.336  -0.997  2.564
H  1.821  0.940  2.922
H  1.343  1.453  1.338
H  0.701  -0.055  2.009
H  4.805  0.196  0.681
H  4.077  1.486  1.612
H  2.677  2.160  -0.279
H  4.336  2.032  -0.808
H  2.735  0.981  -2.411
H  3.979  -0.107  -1.838
H  -0.126  -0.505  -0.566
H  0.283  0.388  -2.024
H  0.633  1.090  -0.479
H  2.765  -2.127  -2.417
H  1.480  -1.159  -3.097
H  1.095  -2.375  -1.882
H  2.595  -1.699  2.957
H  3.596  -0.302  3.364
H  4.246  -1.554  2.336
C  5.235  4.767  -2.113
C  3.969  5.569  -2.502
C  3.987  5.852  -4.013
C  5.002  6.918  -4.412
C  4.806  8.191  -3.594
C  4.777  7.946  -2.075
N  3.882  6.817  -1.686
O  2.629  7.253  -1.749
C  6.208  7.680  -1.560
C  4.383  9.268  -1.385
C  2.814  4.596  -2.198
H  5.130  3.714  -2.383
H  6.136  5.103  -2.623
H  5.411  4.802  -1.035
H  2.993  6.178  -4.341
H  4.199  4.930  -4.562
H  6.023  6.544  -4.296
H  4.885  7.150  -5.475
H  5.598  8.903  -3.842
H  3.867  8.660  -3.910
H  6.197  7.373  -0.511
H  6.818  8.583  -1.625
H  6.748  6.927  -2.131
H  3.432  9.661  -1.746
H  5.130  10.040  -1.581
H  4.317  9.141  -0.301
H  2.767  4.361  -1.131
H  2.944  3.656  -2.739
H  1.842  4.987  -2.504

* ⟨S²⟩: 2.009
* 2S+1: 3
* gap between HOMO and LUMO: 6.9 eV

Below is a cluster of 2 separate species, C10H13O3 in total in a non-equilibrium geometry, with properties calculated with ωB97M-V/def2-TZVPD.

Geometry (Å):
C  2.137  -0.956  -0.054
C  -0.147  -2.032  0.124
C  0.852  -1.231  0.685
C  -1.413  -2.145  0.657
C  0.591  -0.746  1.971
C  -1.703  -1.515  1.858
C  -0.684  -0.798  2.502
O  -2.930  -1.698  2.478
H  0.136  -2.542  -0.798
H  -2.136  -2.865  0.257
H  2.592  -1.900  -0.338
H  2.811  -0.400  0.581
H  1.369  -0.351  2.608
H  -0.914  -0.403  3.473
H  -3.358  -0.833  2.566
H  1.909  -0.377  -0.944
C  -0.304  2.358  -2.130
C  0.210  2.522  -0.698
C  0.353  1.176  -2.874
O  1.544  1.487  -3.237
O  -0.245  0.138  -3.015
H  -1.323  2.050  -1.998
H  -0.231  3.292  -2.668
H  1.279  2.618  -0.530
H  -0.193  1.683  -0.134
H  -0.202  3.468  -0.341

* ⟨S²⟩: 0.754
* 2S+1: 2
* gap between HOMO and LUMO (alpha / beta): 9.3 / 5.4 eV
* energy relative to the best compared isomer or geometry (same formula, charge and spin): 135.77 kJ/mol